This record from the Open Molecules 2025 dataset describes a cluster of 6 separate species, C13H24ClO15 in total in a non-equilibrium geometry. The level of theory is ωB97M-V/def2-TZVPD.

Each atom is followed by the atoms it is bonded to, with distances in Å.
Element x y z (Å)
1 H 0.2456 -1.7354 -2.4212  C38 1.092
2 H 3.2195 -2.7516 -0.1765  C10 1.085
3 C -3.5006 0.1329 5.1696  C15 1.506, H26 1.097, H45 1.088, H46 1.095
4 H 4.5177 -1.2622 2.0480  C47 1.088
5 O 0.3991 -0.8627 2.3340  Cl24 1.443
6 O 5.1503 -3.4345 0.0306  C10 1.425, C39 1.350
7 H -2.0364 -1.3092 -1.2435  O44 0.967
8 H -1.9126 -0.7400 2.5367  O21 0.965
9 H 2.3893 2.0924 -1.4326  C18 1.087
10 C 4.1781 -2.4064 0.1954  H2 1.085, O6 1.425, H34 1.085, C47 1.545
11 H -1.5215 1.8014 -0.7926  C17 1.086
12 C 2.1079 1.3370 -4.4699  O22 1.186, O31 1.353, O37 1.355
13 H -1.2202 3.6133 0.8445  C49 1.090
14 O 0.2347 1.0907 1.0320  Cl24 1.441
15 C -2.2923 0.0453 4.2747  C3 1.506, O21 1.418, H29 1.100, H43 1.098
16 C -3.7848 3.9609 -0.2329  O50 1.352, O51 1.189, O52 1.347
17 C -2.4153 2.2028 -0.3236  H11 1.086, H19 1.094, C49 1.508, O50 1.422
18 C 2.1676 1.3832 -2.2256  H9 1.087, C20 1.518, O31 1.448, H41 1.085
19 H -3.0473 1.3427 -0.0856  C17 1.094
20 C 0.7211 1.4741 -2.6786  C18 1.518, H27 1.090, O37 1.440, H48 1.084
21 O -2.6962 -0.4152 2.9961  H8 0.965, C15 1.418
22 O 2.5209 1.1695 -5.5686  C12 1.186
23 H -2.0567 2.3925 1.8380  C49 1.085
24 Cl 0.2605 -0.3491 0.9921  O5 1.443, O14 1.441, O25 1.444, O42 1.446
25 O -0.9684 -0.8507 0.4234  Cl24 1.444
26 H -3.2306 0.5069 6.1644  C3 1.097
27 H 0.3972 2.5148 -2.6455  C20 1.090
28 H 0.0191 -1.9702 -4.1568  C38 1.095
29 H -1.8101 1.0300 4.1890  C15 1.100
30 H -1.5102 -0.1596 -3.2227  C33 1.096
31 O 2.8519 1.7905 -3.4353  C12 1.353, C18 1.448
32 H 3.0787 -2.3136 2.0871  C47 1.086
33 C -1.7364 -1.2288 -3.1416  H30 1.096, C38 1.511, O44 1.424, H53 1.095
34 H 4.5547 -1.5091 -0.2839  C10 1.085
35 O 4.9510 -3.2447 2.2402  C39 1.346, C47 1.434
36 O 6.3844 -4.7411 1.3803  C39 1.190
37 O 0.8324 1.1183 -4.0700  C12 1.355, C20 1.440
38 C -0.4709 -2.0534 -3.1809  H1 1.092, H28 1.095, C33 1.511, H40 1.092
39 C 5.5709 -3.8852 1.2313  O6 1.350, O35 1.346, O36 1.190
40 H -0.7183 -3.1142 -3.1063  C38 1.092
41 H 2.4726 0.3869 -1.9214  C18 1.085
42 O 1.3621 -0.7828 0.1611  Cl24 1.446
43 H -1.5208 -0.6093 4.7001  C15 1.098
44 O -2.5734 -1.5057 -2.0234  H7 0.967, C33 1.424
45 H -4.0299 -0.8070 5.3111  C3 1.088
46 H -4.1922 0.8931 4.7925  C3 1.095
47 C 4.0979 -2.2131 1.7261  H4 1.088, C10 1.545, H32 1.086, O35 1.434
48 H 0.0965 0.7827 -2.1247  C20 1.084
49 C -2.1051 2.9825 0.9289  H13 1.090, C17 1.508, H23 1.085, O52 1.450
50 O -3.1276 3.1579 -1.0998  C16 1.352, C17 1.422
51 O -4.6710 4.6897 -0.5456  C16 1.189
52 O -3.2950 3.8070 1.0125  C16 1.347, C49 1.450
53 H -2.3380 -1.4443 -4.0307  C33 1.095

Its HOMO-LUMO gap is 10.2745 eV. The charge is -1. The HOMO energy comes out at -7.83 eV. Its spin multiplicity is 1.

For reference, the natural (NBO) charges in units of e are: H 0.209; H 0.208; C -0.624; H 0.184; O -0.862; O -0.493; H 0.487; H 0.493; H 0.207; C -0.096; H 0.211; C 0.969; H 0.181; O -0.876; C -0.058; C 0.969; C -0.110; C -0.101; H 0.201; C -0.103; O -0.742; O -0.583; H 0.223; Cl 2.552; O -0.897; H 0.199; H 0.186; H 0.212; H 0.149; H 0.148; O -0.504; H 0.217; C -0.060; H 0.192; O -0.492; O -0.595; O -0.498; C -0.645; C 0.971; H 0.211; H 0.202; O -0.889; H 0.162; O -0.733; H 0.208; H 0.207; C -0.098; H 0.218; C -0.092; O -0.497; O -0.594; O -0.500; H 0.167